Entry 1:
A single ClH4N2PS molecule at a distorted geometry. Source: the OMol25 dataset; level of theory: the ωB97M-V functional and the def2-TZVPD basis.

Geometry (Å):
N: -0.430 0.048 -1.366
N: -0.624 -0.260 1.196
P: 0.562 -0.069 -0.005
S: 1.852 -1.540 0.131
Cl: 1.365 1.687 0.088
H: -0.387 0.921 -1.800
H: -0.971 -0.892 -1.584
H: -0.242 -0.506 2.109
H: -1.126 0.612 1.230

Output
HOMO level: -8.8 eV
orbital gap: 9.45 eV
total charge: 0
energy above the lowest of the compared OMol25 structures with the same formula, charge and spin: 6.1 kcal per mole

Entry 2:
A molecular structure, C14H21IrNP at a distorted geometry. Source: the OMol25 dataset; level of theory: the ωB97M-V functional and the def2-TZVPD basis.

Geometry (Å):
C: -1.865 1.798 0.222
Ir: 1.981 -0.472 0.103
N: 1.890 -1.767 -1.455
H: 2.580 1.049 0.247
H: 2.771 -2.038 -1.889
H: -2.667 1.336 -0.320
H: -1.638 2.789 -0.169
H: -0.986 1.145 0.090
H: -2.125 1.877 1.272
H: 1.466 -2.623 -1.085
H: 1.283 -1.446 -2.217
C: 3.085 -1.064 2.538
P: 1.368 -0.544 2.112
C: 0.364 -1.938 2.761
C: 0.723 -2.390 4.035
C: 0.125 -3.518 4.577
C: -0.884 -4.173 3.862
C: -1.279 -3.693 2.606
C: -0.650 -2.579 2.038
C: 0.868 0.836 3.182
C: -0.377 0.883 3.832
C: -0.632 1.910 4.741
C: 0.331 2.889 4.989
C: 1.566 2.840 4.335
C: 1.825 1.824 3.413
H: 3.130 -2.151 2.453
H: 3.281 -0.699 3.547
H: 3.762 -0.608 1.794
H: 1.472 -1.853 4.613
H: 0.452 -3.887 5.545
H: -1.351 -5.059 4.285
H: -2.079 -4.194 2.063
H: -0.938 -2.230 1.041
H: -1.125 0.115 3.653
H: -1.592 1.949 5.251
H: 0.118 3.699 5.686
H: 2.321 3.592 4.530
H: 2.768 1.799 2.871

Output
spin multiplicity: 6
HOMO level (alpha / beta): -8.2 / -12.4 eV
orbital gap (alpha / beta): 5.20 / 6.30 eV
total charge: +1
energy above the lowest of the compared OMol25 structures with the same formula, charge and spin: 0.0 kcal per mole
⟨S²⟩: 8.81

Entry 3:
A molecular structure, C24H30HgN7. Source: the OMol25 dataset; level of theory: the ωB97M-V functional and the def2-TZVPD basis.

Geometry (Å):
Hg: -0.053 2.258 -1.280
C: 2.509 -4.979 -4.297
C: 2.344 -3.763 -3.426
C: 3.350 -3.346 -2.557
C: 3.176 -2.231 -1.768
C: 1.985 -1.465 -1.785
N: 1.829 -0.366 -0.997
C: 2.917 0.398 -0.675
C: 3.919 0.718 -1.610
C: 4.968 1.559 -1.300
C: 5.077 2.119 -0.030
C: 6.195 3.066 0.320
C: 4.093 1.812 0.905
C: 3.028 0.979 0.607
N: 2.113 0.653 1.646
C: 2.446 0.384 2.941
C: 1.276 0.188 3.620
C: 0.269 0.367 2.644
N: 0.777 0.645 1.458
C: 0.946 -1.937 -2.626
C: 1.152 -3.043 -3.434
N: -0.306 -1.278 -2.721
C: -0.976 -1.004 -3.875
C: -2.199 -0.512 -3.517
C: -2.190 -0.539 -2.106
N: -1.051 -1.007 -1.627
H: 3.561 -5.225 -4.431
H: 2.063 -4.819 -5.279
H: 2.017 -5.846 -3.850
H: 4.280 -3.901 -2.502
H: 3.957 -1.924 -1.083
H: 3.818 0.318 -2.611
H: 5.710 1.790 -2.056
H: 7.039 2.946 -0.358
H: 6.545 2.900 1.339
H: 5.857 4.103 0.254
H: 4.143 2.254 1.894
H: 3.476 0.319 3.254
H: 1.154 -0.061 4.661
H: -0.804 0.293 2.769
H: 0.338 -3.375 -4.067
H: -0.512 -1.140 -4.839
H: -2.981 -0.163 -4.171
H: -2.957 -0.216 -1.419
C: -4.715 0.206 3.303
C: -4.021 0.901 2.140
C: -4.832 0.726 0.852
C: -3.845 2.385 2.443
N: -2.683 0.283 2.042
N: -1.920 0.873 0.958
H: -5.705 0.637 3.465
H: -4.127 0.318 4.216
H: -4.838 -0.862 3.102
H: -5.806 1.217 0.924
H: -4.999 -0.337 0.648
H: -4.282 1.163 0.017
H: -4.812 2.848 2.650
H: -3.393 2.899 1.593
H: -3.202 2.514 3.318
H: -2.813 -0.692 1.798
H: -1.303 0.150 0.598
H: -1.302 1.556 1.378

Output
spin multiplicity: 2
HOMO level (alpha / beta): -7.6 / -7.6 eV
orbital gap (alpha / beta): 8.34 / 6.05 eV
total charge: 0
⟨S²⟩: 0.79

Number 1: DFT total energy -1311.714052 a.u.. Number 2: DFT total energy -1045.982499 a.u.. Number 3: DFT total energy -1469.164439 a.u..